Density functional theory data (ωB97M-V/def2-TZVPD) for a 9-piece molecular cluster, C44H102N8O12 overall.

Geometry as XYZ:
```
166
Properties=species:S:1:pos:R:3:lowdin_charge:R:1
C -2.87805 4.73213 4.22633 -0.036
C -1.81982 3.66983 4.52460 -0.504
C -1.82110 2.48114 3.58910 -0.128
C -1.35408 2.93638 2.21017 -0.164
C 0.05579 3.50585 2.27493 -0.132
C 0.25573 4.63509 3.29796 -0.514
N -0.49741 4.33355 4.50297 -0.108
O -0.36817 5.39680 5.42246 -0.022
C 1.74050 4.57689 3.67784 -0.037
C -0.07230 5.97687 2.64112 -0.019
C -2.05985 3.23863 5.96829 -0.030
H -3.91531 4.40539 4.34337 0.087
H -2.77073 5.14389 3.22016 0.061
H -2.77409 5.60635 4.87206 0.088
H -1.12917 1.68780 3.87688 0.118
H -2.86699 2.17186 3.53501 0.124
H -2.09208 3.64977 1.83217 0.114
H -1.30633 2.13796 1.46182 0.099
H 0.23279 3.97309 1.29920 0.095
H 0.80775 2.71660 2.29251 0.098
H 2.40322 4.78400 2.83683 0.087
H 1.91290 5.37284 4.40933 0.076
H 1.97948 3.63349 4.16394 0.086
H 0.30426 6.89517 3.09374 0.085
H 0.16154 5.93573 1.57767 0.070
H -1.15081 6.16168 2.69170 0.069
H -3.09823 3.14619 6.28813 0.086
H -1.63299 3.94977 6.67858 0.076
H -1.55064 2.29606 6.20077 0.070
H 0.10009 4.98039 6.15476 0.103
C 1.83596 -1.44230 -7.27672 -0.030
C 2.61396 -0.14467 -7.09538 -0.507
C 1.62685 0.98305 -7.42442 -0.136
C 2.15485 2.33392 -6.99857 -0.175
C 2.46406 2.30448 -5.50579 -0.139
C 3.41727 1.18191 -5.08704 -0.498
N 3.05305 -0.08994 -5.69561 -0.084
O 3.94705 -1.15036 -5.40779 -0.052
C 4.85495 1.61763 -5.55456 -0.001
C 3.39604 1.03291 -3.57888 -0.045
C 3.77195 -0.04614 -8.10698 -0.021
H 1.55670 -1.68117 -8.30492 0.090
H 0.92744 -1.42519 -6.67541 0.088
H 2.42741 -2.29879 -6.95323 0.061
H 1.45157 0.94635 -8.50310 0.128
H 0.65882 0.73072 -6.98735 0.123
H 1.35194 3.06180 -7.13893 0.116
H 3.05496 2.68442 -7.50281 0.100
H 1.49639 2.22705 -4.99494 0.123
H 2.93814 3.21478 -5.13436 0.125
H 5.44561 1.80366 -4.65468 0.081
H 5.38594 0.80824 -6.05712 0.062
H 4.87291 2.51373 -6.16764 0.079
H 2.37187 0.81151 -3.28192 0.083
H 3.99566 0.14565 -3.32740 0.072
H 3.89037 1.79633 -2.98069 0.092
H 3.43527 -0.52731 -9.02665 0.088
H 4.70618 -0.55807 -7.85122 0.076
H 4.07119 0.98053 -8.30736 0.076
H 4.77318 -0.94068 -5.89146 0.092
C -3.99281 1.30549 -1.72665 -0.032
C -3.94717 -0.19699 -1.48759 -0.498
C -4.93841 -0.90877 -2.41609 -0.150
C -4.76453 -2.41759 -2.47186 -0.179
C -3.32087 -2.73498 -2.86760 -0.153
C -2.25456 -2.06592 -2.00950 -0.521
N -2.59299 -0.69452 -1.74570 -0.088
O -1.54875 -0.07168 -1.01224 -0.021
C -2.06669 -2.91188 -0.73620 -0.018
C -0.97619 -2.21356 -2.85982 -0.022
C -4.46061 -0.47207 -0.05143 -0.031
H -3.70462 1.78240 -0.78843 0.077
H -4.96953 1.66290 -2.05587 0.087
H -3.29154 1.64266 -2.49071 0.079
H -5.92628 -0.76055 -1.96761 0.112
H -4.94054 -0.45439 -3.40941 0.123
H -5.50013 -2.87353 -3.13544 0.112
H -4.97132 -2.81100 -1.46799 0.106
H -3.25817 -2.38889 -3.90575 0.120
H -3.28533 -3.82710 -2.88798 0.119
H -1.05998 -2.81691 -0.32898 0.057
H -2.76213 -2.72854 0.08269 0.056
H -2.26009 -3.95298 -1.01428 0.086
H -0.16638 -1.73592 -2.30264 0.067
H -0.83105 -3.28555 -2.95484 0.089
H -1.09725 -1.66661 -3.79064 0.084
H -5.53503 -0.28225 -0.03678 0.087
H -3.80327 -0.08813 0.72504 0.066
H -4.47283 -1.54985 0.16357 0.059
H -1.42777 0.80635 -1.42910 0.058
C -2.74225 -0.39781 7.72369 -0.039
C -3.48658 -1.24829 6.69984 -0.521
C -4.82824 -0.55157 6.44822 -0.130
C -5.57333 -1.07869 5.20582 -0.180
C -4.72575 -1.18132 3.94007 -0.141
C -3.30244 -1.67544 4.21191 -0.506
N -2.77917 -1.08754 5.42875 -0.080
O -1.40227 -1.42100 5.55257 -0.020
C -3.32291 -3.20647 4.17666 -0.029
C -2.50809 -1.23021 2.98935 -0.039
C -3.70152 -2.65254 7.27932 -0.018
H -3.34312 -0.25215 8.61928 0.089
H -2.43913 0.56126 7.29578 0.062
H -1.78471 -0.85155 7.99534 0.085
H -5.56385 -0.76742 7.22615 0.123
H -4.65594 0.50938 6.25238 0.117
H -6.47432 -0.50061 4.98977 0.110
H -5.94900 -2.07930 5.46699 0.102
H -4.76006 -0.20535 3.43529 0.112
H -5.26069 -1.76392 3.18169 0.122
H -4.10523 -3.62975 4.82016 0.067
H -3.61176 -3.58675 3.19415 0.084
H -2.42418 -3.71694 4.52782 0.089
H -1.45560 -1.46667 3.18855 0.079
H -2.61129 -1.79366 2.06547 0.062
H -2.48008 -0.15387 2.80439 0.068
H -3.88237 -2.59984 8.34561 0.084
H -2.84438 -3.28150 7.01601 0.087
H -4.48611 -3.17749 6.73069 0.060
H -0.95119 -0.60990 5.29323 0.096
C 1.57462 0.42652 0.56588 -0.209
C 1.66996 -1.02528 0.89443 -0.204
O 2.93328 -1.51229 0.45468 -0.102
O 2.20533 0.78210 -0.66053 -0.100
H 2.00441 1.08649 1.32747 0.117
H 0.53307 0.72667 0.43407 0.108
H 0.92299 -1.61133 0.33340 0.102
H 1.35592 -1.25351 1.91066 0.131
H 3.08584 -2.37818 0.89439 0.061
H 3.11429 0.44510 -0.63279 0.093
C 1.70545 -4.62458 0.09506 -0.247
C 3.08891 -4.91491 0.63309 -0.215
O 3.47035 -4.01653 1.69002 -0.065
O 0.80818 -4.81772 1.19944 -0.068
H 1.48945 -5.38868 -0.65568 0.117
H 1.63117 -3.63181 -0.35086 0.087
H 3.82480 -4.92881 -0.17059 0.110
H 3.05271 -5.95396 0.98321 0.127
H 3.19871 -4.44875 2.50458 0.100
H -0.07937 -4.57453 0.91375 0.066
C 7.83950 -1.66902 -0.55784 -0.242
C 6.41601 -1.30453 -0.86106 -0.251
O 5.73329 -1.03347 0.36135 -0.066
O 8.60161 -0.49640 -0.27180 -0.067
H 8.31474 -2.07203 -1.46258 0.117
H 7.90167 -2.42046 0.22879 0.120
H 5.88055 -2.05459 -1.45277 0.115
H 6.38431 -0.40136 -1.48596 0.113
H 4.85608 -1.44179 0.29299 0.037
H 9.42348 -0.49562 -0.75808 0.072
C 3.11072 -3.86411 -3.34719 -0.637
O 3.10534 -4.81672 -2.58417 0.019
N 3.07575 -2.54784 -2.94584 0.186
N 3.02029 -4.05936 -4.71081 0.162
H 3.15090 -1.75325 -3.55858 0.048
H 2.75057 -2.38175 -2.00577 0.078
H 2.95703 -5.00730 -5.01920 0.097
H 3.10775 -3.28163 -5.33361 0.044
C -0.14455 3.56816 -1.55849 -0.579
O -1.10021 2.75165 -1.47648 -0.019
N -0.47057 4.93442 -1.63708 0.143
N 1.19791 3.26964 -1.49429 0.181
H 0.22568 5.64870 -1.59595 0.082
H -1.42118 5.11846 -1.89080 0.095
H 1.42604 2.28567 -1.37092 0.057
H 1.90613 3.94059 -1.28412 0.099
```

## Properties
SMILES string: CC1(C)CCCC(C)(C)N1O.CC1(C)CCCC(C)(C)N1O.CC1(C)CCCC(C)(C)N1O.CC1(C)CCCC(C)(C)N1O.NC(N)=O.NC(N)=O.OCCO.OCCO.OCCO
Frontier orbital gap, eV: 7.919
Relative energy (zero: lowest compared OMol25 entry of this formula, charge and spin), eV: 0.0000

Density functional theory data (ωB97M-V/def2-TZVPD) for a 16-piece molecular cluster, C44H103Cl4N2O21 overall.

Geometry as XYZ:
```
174
Properties=species:S:1:pos:R:3:lowdin_charge:R:1
C -0.16584 -0.89875 -2.40223 -0.049
C 0.34150 0.54381 -2.07933 -0.136
N -0.19945 1.09119 -0.84143 -0.031
C -1.56141 1.34344 -0.62125 0.018
C -1.62851 1.84629 0.64882 -0.015
N -0.35039 2.08750 1.14021 -0.038
C 0.51002 1.53868 0.25124 0.019
C -0.00552 2.76617 2.37074 0.009
H 0.10561 -1.56326 -1.58197 0.071
H 0.29767 -1.35702 -3.27588 0.043
H -1.23592 -0.95351 -2.60230 0.060
H -0.01472 1.25930 -2.82046 0.110
H 1.41688 0.49013 -1.90974 0.113
H -2.28865 1.02830 -1.35488 0.102
H -2.52822 2.09820 1.19057 0.106
H 1.58446 1.56717 0.35688 0.108
H 0.67375 3.57859 2.11255 0.078
H 0.46029 2.07434 3.07252 0.078
H -0.92535 3.14735 2.81427 0.105
C -4.83208 -4.11718 -1.68560 -0.165
C -4.79769 -2.67467 -2.08618 -0.166
C -3.98478 -2.14340 -0.97280 -0.237
O -2.98492 -3.11624 -0.70444 -0.145
C -3.49392 -4.40028 -1.01713 -0.204
H -4.87178 -4.69153 -2.61114 0.116
H -5.62116 -4.42969 -1.00165 0.121
H -5.77088 -2.21442 -2.25699 0.127
H -4.16097 -2.63926 -2.97018 0.117
H -4.56541 -1.94130 -0.07273 0.124
H -3.46565 -1.22411 -1.24394 0.098
H -3.58261 -5.04841 -0.14525 0.115
H -2.87726 -5.08186 -1.60305 0.101
C 0.62409 -4.60123 0.51976 -0.214
C -0.25778 -5.40496 1.35666 -0.169
C -0.47813 -6.69058 0.45840 -0.119
O 0.89400 -6.83690 -0.00032 -0.145
C 1.62368 -5.61230 0.01431 -0.188
H 1.13756 -3.82220 1.08330 0.095
H 0.08204 -4.08716 -0.27397 0.107
H -1.21627 -4.90392 1.49217 0.093
H 0.11384 -5.73247 2.32761 0.124
H -1.02164 -6.42659 -0.44880 0.099
H -0.78568 -7.60529 0.96516 0.122
H 1.86099 -5.19864 -0.96583 0.099
H 2.50024 -5.61790 0.66215 0.126
C -2.90602 -0.98359 2.87110 -0.141
C -1.91646 -1.95589 2.30141 -0.173
C -0.55601 -1.33883 2.56152 -0.192
O -0.81786 -0.25476 3.43523 -0.172
C -2.07287 -0.41766 4.04711 -0.166
H -3.77135 -1.56268 3.19354 0.114
H -3.29341 -0.25103 2.16302 0.089
H -2.04321 -2.17559 1.24133 0.094
H -1.95512 -2.90966 2.82766 0.115
H -0.15674 -1.06122 1.58602 0.107
H 0.11506 -2.05521 3.03542 0.122
H -2.35316 0.53905 4.48781 0.122
H -1.96239 -1.05435 4.92490 0.127
C -3.72440 1.17696 -5.95688 -0.168
C -2.94013 2.43121 -5.85736 -0.160
C -2.57459 2.50710 -4.34192 -0.202
O -2.38702 1.17627 -3.94512 -0.203
C -3.21656 0.30177 -4.76032 -0.157
H -3.55422 0.69275 -6.91849 0.112
H -4.79745 1.36698 -5.98059 0.112
H -3.48836 3.30854 -6.20063 0.117
H -2.01226 2.39690 -6.42832 0.107
H -3.29445 3.03416 -3.71572 0.112
H -1.60535 2.98112 -4.18713 0.117
H -4.04871 -0.12161 -4.19784 0.103
H -2.67387 -0.52012 -5.22732 0.095
C -0.89061 -3.95077 -4.75682 -0.174
C 0.24757 -3.68111 -5.70362 -0.155
C 1.55920 -3.99792 -4.94989 -0.145
O 1.11981 -4.16831 -3.57113 -0.160
C -0.26736 -4.53915 -3.54814 -0.198
H -1.70501 -4.51730 -5.20836 0.124
H -1.27673 -2.98122 -4.44219 0.092
H 0.25832 -2.62614 -5.97751 0.051
H 0.10250 -4.21880 -6.64061 0.117
H 2.24589 -3.17589 -5.15190 0.090
H 2.04259 -4.90177 -5.32064 0.120
H -0.80149 -4.26626 -2.63801 0.102
H -0.39856 -5.62121 -3.55414 0.127
C 4.21099 2.08170 -1.48270 -0.236
C 5.34555 1.17233 -0.95275 -0.242
O 6.60623 1.42247 -1.53963 -0.042
O 3.76064 1.66578 -2.75713 -0.076
H 4.53023 3.12201 -1.41997 0.100
H 3.37336 1.99825 -0.79023 0.066
H 5.05793 0.12618 -1.05749 0.094
H 5.49302 1.37982 0.10711 0.100
H 6.55080 1.29199 -2.48911 0.078
H 4.48797 1.41904 -3.33307 0.073
C 4.03839 -2.17495 2.05090 -0.209
C 3.05115 -1.35925 1.26222 -0.242
O 2.42034 -0.36639 2.03910 -0.096
O 5.04206 -1.27308 2.57254 -0.070
H 4.56934 -2.92318 1.46239 0.122
H 3.54776 -2.72603 2.85321 0.114
H 2.32935 -2.09683 0.91139 0.091
H 3.49690 -0.91680 0.37134 0.105
H 3.12022 0.15193 2.44296 0.006
H 5.80421 -1.81235 2.79601 0.089
C -3.90732 5.34192 1.75193 -0.160
C -4.61214 4.38422 2.68936 -0.226
O -3.93901 3.22799 3.14134 -0.084
O -3.05468 4.67038 0.78445 -0.108
H -3.24392 5.96731 2.34934 0.117
H -4.56597 5.94331 1.12536 0.132
H -5.39086 3.87209 2.12420 0.105
H -5.03207 4.81817 3.59680 0.127
H -4.52694 2.53727 3.45573 0.088
H -3.59164 4.06636 0.26633 0.035
C 4.70781 -4.01254 -2.49923 -0.240
C 3.91133 -2.69428 -2.48260 -0.228
O 2.72601 -2.72853 -1.72432 -0.069
O 4.16245 -4.94467 -3.38911 -0.053
H 4.76667 -4.45329 -1.50405 0.119
H 5.75896 -3.87264 -2.75143 0.118
H 3.75256 -2.50209 -3.54371 0.096
H 4.53609 -1.85249 -2.18399 0.101
H 2.05568 -3.31283 -2.08605 0.039
H 4.39724 -4.69388 -4.28554 0.085
C -5.00024 1.37387 -0.62684 -0.215
C -6.51445 1.26134 -0.66536 -0.235
O -7.09494 1.67925 -1.88957 -0.041
O -4.56982 2.71775 -0.42152 -0.090
H -4.49639 0.94256 -1.49182 0.104
H -4.66226 0.90246 0.29601 0.114
H -6.79629 1.89201 0.17780 0.121
H -6.78859 0.23111 -0.43827 0.120
H -8.03691 1.49824 -1.85056 0.093
H -5.00545 3.32875 -1.02028 0.109
C 1.36840 6.46067 0.85772 -0.242
C -0.16002 6.49570 0.75677 -0.231
O -0.88435 5.84304 1.79559 -0.086
O 1.89531 6.99224 2.09036 -0.068
H 1.71272 7.12149 0.06219 0.121
H 1.74494 5.46054 0.64313 0.078
H -0.60221 6.28067 -0.21602 0.121
H -0.43833 7.54750 0.82278 0.113
H -1.61149 5.34533 1.41460 0.005
H 1.53162 6.48547 2.82010 0.075
C 3.92011 -0.20229 5.63295 -0.209
C 2.44862 -0.70909 5.42042 -0.219
O 1.53642 0.32993 5.22515 -0.069
O 4.10987 0.36444 6.92787 -0.073
H 4.25115 0.52134 4.88806 0.104
H 4.55147 -1.08854 5.69653 0.117
H 2.10496 -1.31240 6.26067 0.125
H 2.52709 -1.37594 4.56178 0.092
H 0.83545 0.00782 4.65377 0.054
H 3.34813 0.93729 7.04273 0.029
C 2.30149 3.81904 7.37494 -0.194
C 2.88769 3.62490 5.94894 -0.205
O 1.81580 3.20946 5.08424 -0.104
O 2.05911 2.47955 7.89327 -0.071
H 1.41785 4.45613 7.41215 0.119
H 3.00814 4.34455 8.01726 0.111
H 3.58827 2.79198 6.00830 0.104
H 3.36843 4.55127 5.63454 0.112
H 1.55070 2.32921 5.36079 0.035
H 1.18435 2.55378 8.28170 0.088
C 2.14010 -0.07716 -5.60960 -0.967
Cl 3.05143 1.20895 -6.47755 0.517
Cl 0.36508 0.06864 -5.78255 0.580
H 2.46298 -1.02851 -6.03240 0.014
H 2.46435 -0.01193 -4.57099 0.007
C 4.55708 4.10379 2.41372 -0.925
Cl 3.61085 2.58157 2.11472 0.602
Cl 4.71196 5.06928 0.95977 0.579
H 4.11016 4.72817 3.18736 0.024
H 5.58975 3.89010 2.68941 0.034
```

## Properties
Frontier orbital gap, eV: 9.421
Net charge: +1

no.,E_LUMO (eV)
1,0.4
2,-1.7